{
  "formula": "C12H15BF13O6Sn",
  "method": "ωB97M-V with the def2-TZVPD basis set",
  "energy_ev": -66790.73802,
  "e_lumo_ev": [-10.1, -12.6],
  "total_charge": 2,
  "spin_multiplicity": 2,
  "elements": ["Sn", "B", "F", "F", "F", "F", "C", "C", "O", "C", "O", "C", "F", "F", "F", "H", "H", "H", "H", "H", "C", "C", "O", "C", "O", "C", "F", "F", "F", "H", "H", "H", "H", "H", "C", "C", "O", "C", "O", "C", "F", "F", "F", "H", "H", "H", "H", "H"],
  "xyz": [[-2.3563, 2.8494, 0.8650], [-2.7675, -0.3266, 0.0641], [-3.8208, 0.3741, -0.4612], [-2.7455, -0.1556, 1.4701], [-2.7594, -1.6335, -0.4265], [-1.6439, 0.2854, -0.4374], [-0.7407, -2.9134, 1.9885], [0.2309, -1.7433, 2.1887], [1.0781, -1.8938, 3.3832], [2.2411, -2.5869, 3.3753], [2.7247, -3.1530, 2.3792], [2.8404, -2.7554, 4.7843], [2.9602, -4.0740, 4.9826], [4.0554, -2.1096, 4.8103], [2.0531, -2.1822, 5.6609], [-1.6837, -2.6463, 1.5116], [-1.0013, -3.3832, 2.9369], [-0.2332, -3.7310, 1.4766], [-0.2527, -0.7768, 2.3308], [0.7913, -1.7334, 1.2539], [-3.0816, -0.5816, -4.6643], [-2.6274, 0.4239, -3.5800], [-1.9140, 1.5374, -4.1922], [-1.5944, 2.6518, -3.4303], [-1.8034, 2.7276, -2.2231], [-1.0837, 3.8726, -4.2299], [-0.9842, 3.6366, -5.5301], [-1.9142, 4.9312, -4.0449], [0.1496, 4.1398, -3.8601], [-2.1665, -0.8175, -5.2074], [-3.7331, -0.0112, -5.3263], [-3.5892, -1.4570, -4.2589], [-2.0488, -0.0463, -2.7849], [-3.5159, 0.7761, -3.0558], [3.5003, 0.7127, 2.7782], [2.2651, 1.2382, 2.1276], [2.2987, 0.7672, 0.7734], [1.3535, 1.1948, -0.1426], [0.4579, 2.0494, 0.0888], [1.4914, 0.5331, -1.4761], [0.5701, -0.4193, -1.5427], [1.2997, 1.4136, -2.4935], [2.7067, -0.0760, -1.6251], [3.6302, -0.3556, 2.6049], [3.3500, 0.9073, 3.8401], [4.3307, 1.3329, 2.4407], [2.3081, 2.3224, 2.2312], [1.3741, 0.8850, 2.6467]],
  "forces_ev_per_a": [[0.74, -2.43, -2.21], [-0.47, -2.09, -1.20], [-1.31, 1.40, 0.26], [0.16, 0.48, 0.49], [-0.11, 0.43, 1.12], [1.82, 1.88, 0.38], [0.46, -0.64, 1.30], [-1.20, -0.53, -1.73], [3.38, -1.81, -0.06], [-3.85, 1.38, -1.50], [-0.28, 0.58, 0.81], [2.34, 0.09, 1.63], [-0.01, 1.42, -0.06], [-1.78, -1.30, -0.30], [0.17, -0.48, -0.39], [0.35, 0.21, -0.26], [-0.22, 0.35, 0.32], [-0.12, 0.19, -0.51], [0.02, -0.23, 0.29], [0.70, 0.49, 0.39], [1.13, 1.76, 0.10], [-1.07, -0.91, 0.81], [0.93, 2.64, 1.20], [-2.23, -2.89, 0.17], [0.31, 0.22, -0.55], [-0.14, -0.07, -1.43], [-0.80, -0.23, -0.11], [0.81, -0.94, 0.25], [0.49, 0.64, 1.21], [-0.27, -0.55, -0.22], [-0.14, -0.38, -0.16], [0.20, 0.19, 0.09], [0.52, 0.12, -0.34], [0.02, 0.54, -0.11], [-0.11, 0.41, 0.50], [-0.13, 0.22, 0.41], [-2.27, 0.79, -2.50], [-0.65, 2.83, 3.88], [2.14, -2.37, -0.18], [1.25, -0.91, -2.33], [-0.09, -0.05, -0.12], [0.27, -0.87, 1.28], [-1.30, 1.03, 0.17], [0.32, 0.13, -0.08], [0.35, -0.17, 0.18], [0.31, -0.60, 0.03], [-0.34, 0.09, -0.60], [-0.27, -0.09, -0.29]]
}

***

{
  "formula": "CH9N5",
  "method": "ωB97M-V with the def2-TZVPD basis set",
  "energy_ev": -8629.60254,
  "e_lumo_ev": 0.9,
  "total_charge": 0,
  "elements": ["N", "N", "C", "N", "H", "H", "H", "H", "H", "N", "N", "H", "H", "H", "H"],
  "xyz": [[1.0399, -1.3893, -0.4864], [-0.0057, -0.7309, 1.8483], [0.6208, 0.2033, 1.1431], [1.3437, -0.0949, 0.0518], [0.2462, -1.2422, -1.1182], [1.8534, -1.7001, -1.0018], [-0.0885, -1.6465, 1.4264], [-0.5483, -0.4894, 2.6570], [0.7143, 1.1956, 1.5462], [-0.4688, 1.5020, -0.5914], [-1.2298, 0.4078, -1.2069], [-1.4347, 0.6161, -2.1841], [-2.1367, 0.2881, -0.7539], [-1.0072, 2.3647, -0.7311], [1.1014, 0.7157, -0.5990]],
  "forces_ev_per_a": [[0.03, 0.19, 0.14], [0.13, 0.20, -0.27], [0.04, -0.37, -0.13], [-0.31, -0.15, 0.08], [0.09, 0.01, 0.05], [-0.05, 0.05, 0.02], [0.01, 0.08, 0.02], [0.05, 0.02, -0.05], [-0.03, 0.00, -0.02], [-0.20, 0.03, 0.00], [0.05, 0.09, 0.05], [0.04, 0.00, 0.12], [0.11, 0.07, -0.04], [0.05, -0.17, -0.03], [-0.02, -0.05, 0.08]]
}

***

{
  "formula": "C4H14BN2",
  "method": "ωB97M-V with the def2-TZVPD basis set",
  "energy_ev": -8022.69283,
  "e_lumo_ev": -3.0,
  "total_charge": 1,
  "smiles": "BN(C)CC[NH2+]C",
  "elements": ["B", "C", "C", "C", "C", "N", "N", "H", "H", "H", "H", "H", "H", "H", "H", "H", "H", "H", "H", "H", "H"],
  "xyz": [[-1.2660, 1.7144, -0.0780], [-2.7526, -0.3183, 0.4907], [2.7725, 0.3005, 0.5891], [-0.5364, -0.7944, -0.7324], [0.8269, -1.0421, -0.1052], [-1.2385, 0.3412, -0.1445], [1.7171, 0.1312, -0.4340], [-2.1751, 2.1432, 0.4970], [-0.2502, 2.2059, -0.5595], [-3.3349, -0.8784, -0.3707], [-2.7071, -1.0213, 1.3566], [-3.4364, 0.4236, 0.8950], [2.5559, 0.9947, 1.4384], [2.8673, -0.6338, 0.9632], [3.6757, 0.7127, 0.1648], [-0.5419, -0.4723, -1.8383], [-1.0059, -1.7994, -0.7522], [1.3653, -1.8597, -0.5582], [0.6121, -1.0357, 0.9201], [0.9654, 0.9947, -0.3382], [1.8869, -0.1068, -1.4036]],
  "forces_ev_per_a": [[1.81, -0.60, -0.62], [0.27, -0.90, -1.66], [0.50, 2.85, -0.63], [0.25, 0.87, -2.88], [-0.51, 1.18, -1.84], [-5.30, -3.87, 2.87], [-4.24, 2.56, 1.66], [-0.16, 0.98, 0.10], [-0.49, 0.48, 0.15], [1.60, 1.24, 1.47], [1.14, 0.25, -0.84], [0.54, 0.77, -0.54], [-0.75, -0.52, -1.00], [1.13, -2.80, 1.38], [0.29, -0.30, -0.32], [0.84, -1.01, 1.15], [-0.56, 0.99, 0.47], [-0.26, -0.85, 0.56], [0.42, -0.53, 1.66], [2.32, -1.89, -0.88], [1.14, 1.08, -0.26]]
}

***

{
  "formula": "C5H13NS",
  "method": "ωB97M-V with the def2-TZVPD basis set",
  "energy_ev": -17719.77047,
  "e_lumo_ev": 0.9,
  "total_charge": 0,
  "smiles": "CNCCCCS",
  "elements": ["C", "C", "C", "S", "C", "N", "C", "H", "H", "H", "H", "H", "H", "H", "H", "H", "H", "H", "H", "H"],
  "xyz": [[-0.2994, 0.5273, -0.0323], [-0.5742, -0.8673, -0.6383], [-0.5688, -1.9486, 0.4391], [-1.9439, -1.6669, 1.7076], [1.1247, 1.1208, -0.2677], [1.2861, 1.8720, -1.4740], [2.6027, 2.5452, -1.5264], [-0.9340, 1.2533, -0.4984], [-0.4150, 0.5744, 1.0472], [-1.5341, -0.7642, -1.1516], [0.0976, -1.1946, -1.4571], [0.4544, -2.1615, 0.9798], [-0.8205, -2.8895, -0.0222], [-0.9945, -1.8370, 2.7565], [2.0619, 0.4865, -0.1366], [1.2071, 1.6885, 0.6700], [1.2494, 1.3379, -2.3342], [2.4548, 3.4705, -0.9537], [3.4431, 1.9203, -1.2160], [2.7328, 2.9695, -2.5245]],
  "forces_ev_per_a": [[2.26, -0.49, -1.11], [0.16, 0.48, 0.40], [0.42, -0.65, 0.69], [2.57, -0.47, 0.96], [0.65, -1.08, 1.35], [0.80, 1.03, -0.75], [-1.63, 1.16, -0.12], [-0.58, 0.48, -0.01], [-0.55, -0.45, -0.07], [-0.26, -0.63, 0.34], [0.15, 0.51, 0.51], [-1.98, 0.96, -1.04], [-0.04, -0.43, -0.15], [-1.62, 0.30, -1.05], [-1.30, -0.51, -0.08], [0.35, 1.14, -0.78], [-0.48, -0.59, 0.44], [0.73, -0.40, 0.54], [0.09, 0.14, 0.10], [0.26, -0.53, -0.17]]
}

***

What are the F_max values for these records? In order: 0.094; 0.008; 0.139; 0.054 Eh/bohr.